# 1
Computed, not measured: a molecular structure, C43H51AsFI2InN2O7P, with wB97M-V/def2-TZVPD.

Output
- Calculated total energy: -156951.7225 eV
- ΔE to the lowest compared entry with this formula, charge and spin: 7.1 kcal per mole
- Charge: +1
- LUMO level: -2.72 eV
- HOMO energy: -10.829 eV

Structure (XYZ):
```
109
Properties=species:S:1:pos:R:3:forces:R:3:mulliken_charge:R:1
I 2.6409 0.9536 5.4291 0.0761 -0.0200 0.2170 -0.324
I 1.9216 1.7488 2.9586 -0.0444 0.0890 0.1261 0.544
In 1.3977 -0.3699 0.1514 -0.1931 -0.0545 0.1219 1.434
As 3.5358 0.5601 -1.0373 0.2720 0.1985 -0.2302 0.553
P -0.4194 -2.0472 1.2330 0.1132 0.1152 0.0789 2.507
F -3.6034 -1.3735 -4.2500 0.0024 0.0050 0.0014 -0.374
O 0.2351 3.8746 1.0169 0.0389 -0.0199 0.0048 -0.750
O -1.6128 1.6713 2.1857 0.1470 -0.0129 0.0878 0.485
O 0.9435 -1.5841 -2.2274 -0.0338 -0.3921 -0.1271 -0.606
O 3.0012 -1.1141 1.6877 -0.1339 0.2421 -0.0025 -0.039
O -0.5082 0.1948 -0.7204 -0.0367 -0.1168 -0.4057 -0.051
O 1.1612 1.8987 0.5890 0.1367 -0.3952 0.1768 0.044
O 1.8170 -2.5508 -0.4388 0.2474 0.0634 0.1615 -0.512
N -2.5231 3.4949 -1.9712 0.0235 0.0854 0.0517 0.149
N 4.3724 -1.7170 3.3336 -0.0471 -0.0197 -0.1329 -0.307
C 3.9641 2.3985 -0.4903 -0.1107 -0.0907 -0.0041 -0.277
C 6.2850 -0.4548 -1.5524 0.0074 0.0289 -0.1169 -1.297
C 5.4130 2.8302 -0.6520 0.0763 -0.0930 -0.0719 -1.419
C -2.8837 2.8286 3.9156 0.0231 0.0006 -0.0297 -1.391
C 1.3300 -3.1186 4.7368 0.0479 0.0465 0.0421 -0.585
C 3.6689 -2.0039 2.2321 0.0943 -0.0552 0.1063 0.340
C -2.1375 -3.9198 0.0979 -0.0146 -0.0511 -0.0022 -0.389
C -0.7706 2.5448 -0.6484 0.0499 0.0389 0.0539 -0.605
C -1.8284 -4.9960 -2.0279 0.0754 0.0224 -0.0530 -0.836
C -2.5055 2.7458 2.4488 -0.1096 0.0714 -0.0196 -0.278
C -4.1001 0.9075 -4.0418 0.0386 0.0156 0.0427 -0.598
C -2.8913 -0.8086 0.9970 0.0576 -0.1020 -0.0417 -0.080
C -4.4014 -0.3635 2.8096 -0.0640 -0.0133 0.0263 -0.853
C -3.8612 2.1487 -3.4968 0.0672 -0.1212 0.0203 0.657
C -3.3322 -0.1958 -3.6684 0.0293 0.0070 0.0454 -0.322
C 0.9750 -2.5053 -1.3963 -0.3349 0.3559 -0.1470 -0.018
C 5.0671 -0.5903 -0.6503 -0.1015 -0.0360 0.1614 -0.374
C 3.4444 -0.5350 -3.8066 -0.0099 -0.1573 0.0103 -0.965
C -1.5405 3.5975 -1.0762 0.0733 -0.0392 0.0550 0.122
C -2.0824 1.1411 -2.1585 -0.1145 0.0705 -0.0866 0.822
C 3.5254 0.7387 -2.9837 0.0844 0.2524 0.1177 -0.731
C 0.2551 2.8168 0.4155 -0.2179 0.2118 -0.3346 -0.539
C -4.0886 -0.2968 1.4593 -0.0015 0.0116 -0.0508 -0.749
C -1.0513 1.2541 -1.1463 0.1387 -0.0738 0.3205 0.103
C -0.2059 -3.4123 -1.2433 -0.0385 0.0622 -0.0024 0.124
C 0.2571 -3.0556 2.5798 -0.0067 -0.0656 -0.0641 0.414
C -1.9938 -1.4093 1.8809 -0.0917 -0.0559 0.0944 0.521
C 0.1946 -4.4476 2.5784 -0.0124 0.0633 -0.0575 -0.795
C -2.4092 5.3582 -3.5646 -0.0436 0.0283 0.0072 -1.373
C -0.6572 -4.2787 -2.2243 -0.0283 -0.0288 -0.0422 -0.338
C -2.5686 -4.8141 -0.8701 -0.0210 0.0080 0.0567 -0.781
C 0.7045 -5.1681 3.6485 0.0275 0.0086 0.0264 -0.628
C -2.3256 -1.4982 3.2308 0.0765 0.0728 -0.0826 -0.781
C -4.6946 3.3391 -3.8799 -0.0384 0.0322 -0.0192 -1.264
C -2.8216 2.2702 -2.5476 0.0050 -0.2113 -0.0453 -0.082
C 0.8337 -2.3967 3.6634 0.0603 0.0371 0.0125 -0.066
C 1.2694 -4.5053 4.7296 -0.0176 -0.0293 -0.0048 -0.775
C -3.2035 4.7288 -2.4270 0.0050 0.0203 0.0238 -0.360
C -2.3369 -0.1121 -2.7383 -0.0612 0.0501 -0.0627 -0.789
C -0.9405 -3.2251 -0.0649 -0.0928 0.0082 -0.0325 -0.181
C -4.6443 4.3985 -2.7888 0.0231 0.0238 -0.0104 -1.031
C -3.5225 -0.9671 3.6920 0.0134 -0.0416 -0.0007 -0.789
C 3.7440 -3.4076 1.7227 0.0047 -0.0512 -0.0091 -0.599
H 1.7640 -2.5897 5.5763 0.0032 -0.0138 -0.0030 0.414
H 2.6972 1.4124 -3.2164 0.0018 -0.0356 0.0366 0.518
H 6.0384 -0.6091 -2.6028 0.0139 0.0035 0.0386 0.229
H 5.3242 -0.4007 0.3946 -0.0187 0.0211 -0.0301 0.503
H -0.2440 -4.9716 1.7396 -0.0007 0.0000 -0.0073 0.313
H -5.1467 5.3110 -3.1087 0.0087 0.0056 -0.0056 0.428
H 4.2389 -0.8179 3.7763 0.0278 -0.0164 0.0429 0.036
H 1.6562 -5.0682 5.5688 0.0075 -0.0108 0.0006 0.402
H 4.5503 -3.9598 2.1997 0.0034 -0.0584 -0.0083 0.578
H 3.5544 -0.2888 -4.8633 -0.0053 0.0007 -0.0123 0.501
H 0.9027 -1.3138 3.6756 -0.0145 0.0300 -0.0212 -0.016
H -1.6559 -1.9777 3.9311 -0.0146 -0.0052 0.0079 0.361
H -2.1709 -5.6846 -2.7884 -0.0085 -0.0100 -0.0077 0.442
H -2.0097 3.0618 4.5275 0.0218 -0.0011 -0.0026 0.363
H -4.7819 0.1572 0.7625 -0.0111 0.0016 -0.0137 0.533
H 2.7917 -3.8980 1.9320 0.0040 0.0117 0.0204 0.010
H -3.1979 5.3950 -1.5628 -0.0094 0.0184 -0.0466 0.525
H -1.4118 5.6412 -3.2294 0.0099 -0.0011 0.0162 0.382
H -3.4898 -5.3611 -0.7220 -0.0127 -0.0026 0.0039 0.475
H 4.8833 -2.4334 3.8178 -0.0033 0.0229 0.0336 0.210
H -2.9154 6.2550 -3.9210 -0.0026 0.0170 -0.0037 0.405
H -2.0635 3.6895 2.1063 -0.0196 -0.0204 0.0322 0.330
H -1.7322 -0.9671 -2.4654 0.0034 -0.0075 0.0045 0.817
H 3.6292 2.5200 0.5392 0.0222 -0.0838 -0.0391 0.176
H 2.4926 -1.0391 -3.6587 0.0601 0.0266 -0.0230 0.018
H -3.2972 1.8785 4.2545 0.0016 0.0155 -0.0040 0.219
H -5.7219 3.0193 -4.0550 -0.0009 0.0082 0.0016 0.489
H 6.7599 0.5190 -1.4627 0.0029 0.0401 0.0130 0.251
H 4.4471 1.2890 -3.1946 -0.0309 0.0000 -0.0401 0.457
H -4.3351 3.7498 -4.8271 -0.0039 0.0166 0.0078 0.366
H -3.6237 3.6117 4.0840 -0.0115 0.0283 -0.0116 0.402
H -2.2990 4.6699 -4.4024 -0.0030 -0.0187 -0.0076 0.361
H 5.7513 2.7661 -1.6874 0.0070 -0.0108 0.0099 0.323
H -5.3366 0.0448 3.1698 -0.0135 0.0027 0.0105 0.374
H -2.6573 -0.7583 -0.0585 0.0040 -0.0012 0.0206 0.241
H 6.0809 2.2260 -0.0380 0.0147 0.0000 0.0113 0.296
H -1.3633 4.5792 -0.6534 0.0035 0.0047 -0.0173 0.758
H -5.1602 4.0387 -1.8958 -0.0056 -0.0126 0.0020 0.369
H -0.8302 1.7987 2.7400 -0.0834 -0.0011 -0.0251 -0.286
H 5.5300 3.8665 -0.3346 -0.0355 0.0097 0.0018 0.417
H 3.2977 3.0165 -1.0984 -0.0003 -0.0342 0.0342 0.400
H 4.2408 -1.2366 -3.5530 -0.0355 0.0061 0.0023 0.193
H 3.8629 -3.4110 0.6426 -0.0124 0.0395 0.0033 -0.043
H 4.6599 -1.6036 -0.6871 -0.0079 0.0317 -0.0375 0.236
H -2.7369 -3.7615 0.9855 -0.0115 -0.0093 0.0129 0.557
H -3.3907 2.5442 1.8381 0.0341 -0.0027 0.0292 0.298
H 0.6552 -6.2485 3.6376 0.0001 -0.0149 0.0069 0.434
H -0.0949 -4.3849 -3.1424 0.0130 0.0051 -0.0103 0.575
H -4.8912 0.7687 -4.7675 -0.0161 0.0086 -0.0097 0.556
H 7.0250 -1.2075 -1.2797 0.0157 -0.0080 0.0071 0.445
H -3.7675 -1.0387 4.7433 -0.0072 0.0045 0.0152 0.442
```
Positions in Å, forces in eV/Å.

# 2
Computed, not measured: 9 unconnected molecules or ions with the total composition C28H49N5O4S4 at a distorted geometry, with wB97M-V/def2-TZVPD.

Output
- Calculated total energy: -88803.8768 eV
- Spin multiplicity: 2
- Charge: -1
- LUMO level (spin up / spin down): 1.96 / 1.95 eV
- HOMO energy (spin up / spin down): 0.215 / -5.774 eV

Structure (XYZ):
```
90
Properties=species:S:1:pos:R:3:forces:R:3:mulliken_charge:R:1
S 3.8090 -3.9253 -3.1019 -0.9792 2.3526 -4.0828 0.394
S -2.8651 0.2241 -3.6246 0.5287 -1.7711 0.2622 0.493
S -1.5854 -3.4395 3.8678 -0.7671 -0.3560 -0.2777 0.549
S 1.7470 -0.2943 0.0722 -0.7347 -0.0492 -2.9986 0.245
O 4.3016 -3.4867 -4.4846 0.8030 -1.0736 0.9414 -0.664
O -3.2276 -1.0643 -4.3517 0.5262 1.6338 0.3921 -0.650
O -0.6505 -3.0222 2.7300 -0.8392 -0.1499 0.7199 -0.854
O 1.5703 0.0096 -1.4855 0.1896 0.1605 3.1136 -0.458
N -1.6761 3.5260 0.8180 -0.0682 -0.1870 0.2993 0.170
N 2.5890 3.5080 -4.5827 -2.6346 0.8368 2.4091 -0.020
N -2.2510 -4.6187 -0.5234 1.6200 -0.5819 -0.1183 0.173
N 0.3292 -0.8959 4.6446 -0.2379 1.9600 1.8291 0.111
N 3.2438 4.2198 2.2239 -0.3894 -0.2562 0.6487 -0.018
C 0.8572 3.7563 -3.0031 3.0562 -3.1085 -1.0174 0.338
C -3.3290 -2.8482 3.4869 0.0571 -0.1905 -0.5777 -1.535
C 3.3342 4.8917 0.1013 -0.4880 -0.6008 0.0846 -0.967
C -2.0241 3.1373 2.9772 0.1179 -0.2659 0.6447 -0.501
C 2.0881 4.2638 0.3461 -0.9094 0.5827 1.2089 0.587
C -3.8614 -3.7571 -1.7343 -2.2235 -1.3246 1.4905 -0.505
C 0.9257 4.8598 -3.8089 0.1294 1.7491 -1.6559 -1.064
C 3.7309 -2.3385 -2.2362 -0.2936 -0.7796 2.0625 -0.147
C -1.5500 4.0300 2.0667 0.7666 1.3054 0.5228 -0.824
C -2.2338 2.2780 0.9242 -0.4485 -0.4968 -0.3695 -1.256
C 1.9458 4.7287 -4.7477 0.2460 -0.2266 -0.5506 -0.598
C 1.1682 -2.0391 0.0807 -0.4563 1.1085 1.3156 0.130
C 2.0013 -4.0882 -3.5475 0.2461 -0.7125 1.4984 -0.548
C -3.5720 -4.5962 -0.6498 -1.9072 1.5680 0.1413 -0.897
C -1.9334 -5.2676 3.7335 -0.7543 0.9062 -0.6899 0.042
C 1.3559 -0.9201 5.5619 0.7118 -0.6114 -2.0337 -0.659
C 0.5722 1.1710 5.6220 -2.3686 -1.0623 -2.7162 -0.434
C -2.4880 1.5239 -4.7857 0.4971 -0.4021 0.3266 -0.911
C 1.6159 0.3583 6.0015 0.5979 -1.4602 1.7057 -0.772
C 0.3674 0.4595 1.1167 0.8662 -1.5307 -0.7916 0.292
C 1.9360 2.9168 -3.4945 -0.3078 0.4159 0.6578 -0.956
C -2.6837 -3.4552 -2.3150 2.4550 1.7259 -2.0587 -0.297
C 4.0372 4.7699 1.2669 0.9599 0.7405 0.2214 -0.551
C -2.5069 2.0344 2.2573 0.3919 -0.3302 -0.9358 -0.295
C 2.0188 3.9244 1.7086 -0.0224 0.2349 -1.9778 -0.705
C -1.6545 -3.9360 -1.5615 0.3574 -0.8609 1.0625 -0.899
C -1.1660 0.0352 -2.9709 -0.2268 -0.7181 0.7664 -0.717
C -0.2604 0.3534 4.7415 1.9274 1.5352 0.7927 -0.214
H -3.5975 -3.0992 2.4608 0.1697 -0.5448 0.0191 0.328
H -1.2000 -0.6193 -2.0999 -0.4904 -0.0691 0.1239 -0.057
H 3.4374 4.2149 3.2152 0.2042 -0.2102 -0.3319 0.233
H -0.4971 -0.5251 -3.6241 -0.1143 0.5158 -0.5539 0.572
H 1.9136 -1.8447 5.5842 0.2443 0.2032 0.3928 0.484
H -2.5329 -5.4361 2.8388 0.4259 0.0886 -0.6354 -0.468
H 1.6552 -4.8174 -2.8150 -0.6109 0.0478 0.0381 0.254
H 0.8532 -2.1936 1.1127 0.0894 -0.6082 0.0506 -0.059
H 0.2587 5.7064 -3.7390 0.0723 0.0908 -0.2339 0.387
H -4.0660 -3.2600 4.1765 0.3484 -0.5663 0.0995 0.402
H 0.5381 1.5205 1.2990 -0.1327 -0.1641 -0.4372 -0.064
H 1.1850 3.5424 2.2790 0.2591 -0.0358 0.1193 0.435
H 0.4487 -0.0911 2.0538 0.0873 0.1154 0.1204 -0.186
H -3.3845 1.5113 -5.4055 0.3186 0.7536 -0.2129 0.369
H -2.2585 1.6138 0.0730 -0.4185 0.1792 -0.0054 0.737
H 1.8570 -4.5225 -4.5367 0.6051 0.1524 0.0394 0.434
H -4.7920 -3.3090 -2.0498 -0.2011 -0.5103 0.1180 0.461
H 4.2509 -2.6200 -1.3205 -0.0934 0.3643 0.5323 0.321
H -0.5775 -3.8563 -1.5551 -0.1495 -0.0601 -0.4650 0.491
H 0.4520 2.2275 5.8113 -0.1844 -0.1256 0.0328 0.450
H 2.4178 0.5657 6.6945 -0.0501 0.2035 -0.0074 0.417
H -1.5320 1.3919 -5.2924 -0.3001 -0.4521 -0.4476 0.285
H -0.7309 0.9530 -2.5753 -0.0325 0.1924 -0.5049 0.217
H 0.2647 -2.0746 -0.5281 0.2060 0.0066 -0.2024 -0.300
H -4.1887 -4.8884 0.1873 -0.1137 -0.3671 -0.2501 0.454
H 2.6911 -2.1391 -1.9771 0.2801 0.2704 -0.2049 -0.468
H -3.5479 -1.7807 3.5118 1.0519 0.3676 0.3937 0.339
H -1.0446 4.9794 2.1638 -0.1587 0.0028 0.2944 0.498
H -1.7730 -5.2217 0.1308 0.0923 0.2501 0.0704 0.312
H -1.0242 -5.8687 3.7339 0.0531 0.3007 0.1267 0.381
H 1.4530 -3.1517 -3.4455 0.2628 -0.0006 -0.0331 -0.029
H 3.5609 5.4121 -0.8175 0.4549 -0.3075 0.0867 0.426
H 1.2708 4.2835 -0.3597 0.0347 -0.3363 0.1328 0.209
H 3.4318 3.1803 -5.0326 -0.3543 0.0778 0.1618 0.222
H -1.4257 4.1004 0.0259 -0.1705 -0.6918 -0.1431 0.282
H 2.2015 5.3080 -5.6226 -0.1317 0.3105 0.2636 0.430
H -2.8965 1.1395 2.7196 -0.0280 -0.0646 -0.3642 0.752
H -2.5923 -2.8607 -3.2119 0.1177 0.0457 0.1006 0.597
H 1.9465 -2.7384 -0.2249 -0.1410 0.3217 0.1021 0.424
H -1.0480 0.7303 4.1059 -0.0206 -0.4597 0.0156 0.087
H -2.6672 -5.5975 4.4688 0.3365 0.2858 0.8694 0.076
H 5.0523 5.0352 1.5226 -0.0973 0.1516 -0.0910 0.399
H -0.5646 0.1425 0.6487 -0.0023 0.5192 -0.0047 0.114
H 2.4007 2.0537 -3.0413 -0.4464 -0.2568 0.0056 0.557
H -2.2930 2.3716 -4.1288 -0.6873 0.4424 -0.2368 0.306
H 4.2261 -1.4219 -2.5568 -0.0605 -0.5679 -1.0501 0.397
H -1.9048 3.0822 4.0492 -0.1808 0.6759 -0.0034 0.464
H 0.1803 -1.6263 3.9630 -0.5806 -0.2482 -0.1142 0.326
H 0.1659 3.5113 -2.2103 0.2429 0.0023 -0.0418 0.696
```
Positions in Å, forces in eV/Å.

Among the records above, which one has the highest calculated total energy? C28H49N5O4S4